1.
{
  "formula": "C23H38Cl2N3O4Pt",
  "method": "ωB97M-V with the def2-TZVPD basis set",
  "species": ["O", "C", "C", "C", "H", "C", "H", "C", "H", "C", "H", "C", "H", "H", "C", "C", "H", "H", "H", "C", "C", "H", "H", "H", "H", "Pt", "Cl", "Cl", "H", "H", "C", "C", "N", "H", "C", "O", "H", "H", "H", "H", "H", "H", "C", "C", "N", "H", "C", "O", "H", "H", "H", "H", "O", "C", "C", "C", "C", "C", "C", "N", "H", "H", "H", "H", "H", "H", "H", "H", "H", "H", "H"],
  "xyz": [[-1.02627, 1.86913, -1.99445], [-0.64702, 2.96338, -2.52524], [-1.67763, 3.80608, -3.08019], [-2.98611, 3.29490, -3.23582], [-3.19613, 2.26049, -2.94948], [-3.97847, 4.10942, -3.78131], [-4.98708, 3.71407, -3.90558], [-3.67801, 5.42005, -4.18131], [-4.43835, 6.03629, -4.66762], [-2.38880, 5.93691, -3.98621], [-2.17058, 6.97023, -4.27679], [-1.39288, 5.13862, -3.43420], [-0.37745, 5.50819, -3.25911], [0.39630, 3.30082, -2.43963], [1.29683, 0.58331, -3.42535], [1.64054, 0.55116, -1.96625], [1.95412, -0.08946, -3.99204], [1.40334, 1.60467, -3.82135], [0.25380, 0.27469, -3.55452], [2.81083, 0.15303, -1.44243], [3.94067, -0.42773, -2.23057], [2.92062, 0.25257, -0.36725], [4.04881, 0.05916, -3.21058], [3.82893, -1.51251, -2.41297], [4.87100, -0.28773, -1.67027], [0.19649, 0.97159, -0.65135], [-0.83482, -1.03647, -1.29413], [1.04142, 3.02998, -0.00610], [-5.21968, 1.52899, 0.52147], [-5.26851, -0.63573, 0.87475], [-4.15516, 1.62956, 0.29614], [-4.19716, -0.83012, 0.80453], [-3.48582, 0.44099, 0.80314], [-3.74088, 2.51278, 0.79805], [-2.15637, 0.45015, 0.89876], [-1.48074, 1.45376, 0.50516], [-3.86392, -1.42403, 1.66799], [-1.66554, -0.44846, 1.29305], [-4.02263, 1.74083, -0.79110], [-3.98281, -1.40894, -0.11044], [3.62087, 0.53809, 4.49055], [2.42861, 2.61324, 5.06549], [3.47464, 0.71746, 3.41973], [2.30979, 2.82588, 3.99665], [2.31862, 1.57909, 3.24523], [3.31042, -0.22724, 2.89075], [1.35161, 1.30544, 2.35682], [1.37672, 0.36749, 1.52555], [1.35814, 3.34005, 3.82169], [0.50467, 2.00826, 2.40857], [4.38408, 1.20903, 3.04812], [3.13799, 3.47718, 3.68484], [-0.20547, -1.89103, 1.47788], [0.44020, -2.92846, 1.62293], [0.23756, -3.87417, 2.79845], [-0.34589, -5.21193, 2.35100], [0.72408, -6.21648, 1.93572], [1.50322, -5.81965, 0.67764], [2.24136, -4.47602, 0.76958], [1.37827, -3.31056, 0.70783], [1.20342, -4.01666, 3.30393], [-0.44944, -3.37087, 3.48696], [-0.92699, -5.62747, 3.18245], [-1.06007, -5.05991, 1.52563], [1.43033, -6.34801, 2.76553], [0.25037, -7.18578, 1.74926], [2.24934, -6.59884, 0.47153], [0.82329, -5.78738, -0.18564], [2.84397, -4.46574, 1.69530], [2.94400, -4.40933, -0.07275], [1.55741, -2.62028, -0.01663]],
  "atomic_forces_ev_per_a": [[-1.009, -0.273, -1.129], [-1.044, 1.735, -0.787], [1.552, -0.918, 0.454], [-0.996, 0.327, -0.279], [0.145, 0.415, -0.091], [0.576, -0.232, 0.156], [0.167, 0.102, -0.045], [-0.426, 0.157, -0.175], [0.159, -0.158, 0.237], [0.519, -0.172, 0.130], [-0.055, -0.340, 0.103], [-0.366, 0.676, -0.460], [-0.368, 0.003, -0.115], [-0.472, 0.013, -0.122], [0.038, -0.142, 0.013], [0.487, -0.180, 1.018], [-0.146, 0.139, -0.022], [-0.066, -0.252, 0.049], [0.235, 0.075, -0.113], [-0.921, 0.215, -0.457], [0.501, -0.038, -0.187], [0.125, -0.213, 0.013], [0.063, -0.155, 0.243], [0.002, 0.283, 0.066], [0.075, -0.066, -0.215], [1.605, -0.813, -0.267], [-0.210, -0.690, -0.373], [0.807, 0.833, 0.381], [0.100, 0.123, -0.001], [0.123, -0.077, 0.078], [0.012, 0.075, -0.252], [0.417, -0.261, 0.120], [-0.060, 0.077, 0.155], [-0.134, -0.221, -0.271], [1.014, 1.204, -0.882], [-2.088, -1.328, 2.086], [-0.197, 0.089, -0.255], [-0.167, 0.132, -0.144], [0.057, 0.039, 0.320], [-0.113, 0.254, 0.249], [-0.042, -0.108, -0.070], [-0.083, 0.079, -0.059], [-0.041, 0.207, -0.124], [-0.080, -0.307, -0.139], [0.393, 0.055, 0.535], [0.022, 0.302, 0.083], [-0.416, -1.416, -1.888], [0.343, 1.380, 2.163], [0.276, -0.063, 0.055], [0.160, -0.204, -0.106], [-0.127, -0.151, -0.088], [-0.189, -0.086, -0.026], [0.574, -1.493, 0.804], [-0.344, 0.950, -0.258], [-0.162, 0.474, -0.154], [-0.150, -0.261, 0.093], [-0.019, -0.001, -0.278], [0.013, 0.025, -0.076], [0.009, -0.166, 0.154], [0.106, 0.334, -0.169], [-0.202, -0.059, 0.030], [0.221, -0.019, -0.158], [0.092, -0.051, -0.097], [0.189, 0.039, 0.194], [-0.064, -0.032, -0.028], [0.077, 0.000, 0.081], [-0.094, 0.094, 0.009], [0.124, 0.032, 0.145], [-0.043, 0.001, -0.213], [-0.221, 0.095, 0.264], [-0.265, -0.088, 0.091]],
  "multiplicity": 3,
  "total_charge": -1,
  "e_tot_ev": -65420.355,
  "molar_mass_g_mol": 686.6,
  "fmax_ev_per_a": 3.2
}

=====

2.
{
  "formula": "C23H38Cl2N3O4Rh",
  "method": "ωB97M-V with the def2-TZVPD basis set",
  "species": ["O", "C", "C", "C", "H", "C", "H", "C", "H", "C", "H", "C", "H", "H", "C", "C", "H", "H", "H", "C", "C", "H", "H", "H", "H", "Rh", "Cl", "Cl", "H", "H", "C", "C", "N", "H", "C", "O", "H", "H", "H", "H", "H", "H", "C", "C", "N", "H", "C", "O", "H", "H", "H", "H", "O", "C", "C", "C", "C", "C", "C", "N", "H", "H", "H", "H", "H", "H", "H", "H", "H", "H", "H"],
  "xyz": [[0.99017, -0.43586, -4.22860], [-0.03506, 0.21050, -3.97582], [-0.22013, 1.69220, -4.05747], [0.23177, 2.66757, -3.15037], [0.31405, 2.44628, -2.07626], [0.43464, 3.93823, -3.69325], [0.89900, 4.69446, -3.07414], [0.07962, 4.18751, -5.02360], [0.35072, 5.13719, -5.46399], [-0.63025, 3.25706, -5.78547], [-0.92866, 3.44425, -6.80843], [-0.87957, 2.00735, -5.23636], [-1.49609, 1.24890, -5.72897], [-0.93341, -0.36386, -3.76057], [-2.58421, -1.06333, -1.72980], [-2.06738, 0.09463, -0.90483], [-3.20601, -0.70122, -2.54383], [-3.17832, -1.71603, -1.10334], [-1.76608, -1.60540, -2.17348], [-2.48852, 1.33809, -1.28740], [-3.93901, 1.67039, -1.17464], [-1.76288, 2.03522, -1.66720], [-4.38670, 2.09434, -2.09215], [-4.12586, 2.34636, -0.31593], [-4.46037, 0.72463, -0.95226], [-0.80660, -0.17039, 0.43075], [-0.07919, 1.98342, 0.47901], [-2.97664, -0.22178, 1.55982], [4.45276, 1.49444, -2.74565], [4.56865, 1.63411, -0.05313], [3.37023, 1.55334, -2.56632], [3.46891, 1.59378, -0.07110], [3.01339, 0.94741, -1.29443], [2.83503, 1.03133, -3.36748], [2.40512, -0.25812, -1.26956], [1.53268, -0.61249, -0.45637], [3.09416, 1.03707, 0.79256], [2.76572, -0.96279, -2.04696], [3.06857, 2.60730, -2.55629], [3.09060, 2.62091, -0.04554], [-0.48172, -5.44137, 0.76367], [1.39729, -5.71460, -1.29655], [-1.00383, -4.94949, -0.07046], [0.74751, -5.00667, -1.83486], [-0.05404, -4.22705, -0.89764], [-1.74386, -4.24872, 0.32605], [0.01816, -2.89673, -0.79114], [-0.72193, -2.31080, 0.04151], [1.36326, -4.33050, -2.43977], [0.73691, -2.41658, -1.48346], [-1.48496, -5.71865, -0.68602], [0.08392, -5.59007, -2.49148], [0.62737, -0.70560, 2.07396], [0.32767, -0.62796, 3.29008], [1.42519, -0.79821, 4.32489], [1.59151, 0.44556, 5.18382], [0.59694, 0.52782, 6.34643], [-0.84849, 0.74456, 5.91456], [-1.40286, -0.39756, 5.07547], [-0.91720, -0.40507, 3.70943], [1.14310, -1.67219, 4.92674], [2.34406, -1.03380, 3.77384], [2.60575, 0.43092, 5.59423], [1.50596, 1.35002, 4.56252], [0.65563, -0.38766, 6.95106], [0.89200, 1.35892, 6.99585], [-1.48489, 0.82286, 6.80376], [-0.94303, 1.68816, 5.36021], [-1.16958, -1.36203, 5.55708], [-2.48992, -0.29848, 4.99375], [-1.68920, -0.36626, 3.01251]],
  "atomic_forces_ev_per_a": [[-1.429, 1.783, 0.636], [1.086, -1.442, 0.344], [-0.168, -0.805, 0.617], [0.046, -0.058, -0.816], [0.693, -0.046, -0.542], [-0.438, -0.553, 0.072], [-0.177, 0.188, -0.083], [0.118, 0.112, -0.162], [-0.081, 0.074, -0.022], [0.002, 0.198, 0.391], [-0.154, 0.332, 0.113], [0.558, 0.219, -0.299], [0.529, 0.192, -0.136], [-0.527, -0.197, -0.011], [-0.313, 0.429, 0.580], [0.293, -0.869, -4.150], [-0.250, 0.043, -0.068], [-0.130, -0.504, 0.086], [0.245, -0.550, -0.105], [-1.311, 1.232, 0.011], [-0.437, -0.028, 0.332], [-0.102, 0.461, -0.150], [0.345, 0.079, 0.345], [-0.015, -0.136, -0.458], [-0.043, 0.457, -0.025], [0.835, -1.199, 2.730], [0.558, 1.640, 0.133], [-0.524, -0.143, 0.050], [-0.101, 0.106, -0.041], [-0.195, -0.116, -0.064], [0.454, -0.440, 0.032], [-0.472, 0.309, -0.096], [0.236, -0.049, 0.231], [0.168, 0.223, 0.104], [-1.352, -0.390, 0.760], [1.956, 0.251, -1.081], [-0.004, 0.193, -0.186], [-0.464, 0.299, -0.205], [0.001, -0.230, -0.041], [-0.014, -0.135, 0.232], [-0.182, 0.104, -0.158], [-0.148, 0.269, -0.135], [0.023, -0.300, 0.132], [-0.070, 0.093, 0.107], [0.095, -0.069, -0.274], [0.191, -0.243, -0.115], [-1.019, -0.134, 0.886], [1.384, -0.758, -1.468], [-0.142, -0.204, 0.136], [-0.478, 0.043, 0.513], [0.018, 0.140, 0.162], [0.216, 0.226, 0.117], [-0.098, 0.059, 1.311], [0.395, -0.224, -0.776], [-0.398, -0.191, -0.579], [0.119, 0.117, 0.439], [0.069, 0.284, -0.004], [-0.150, -0.020, 0.186], [0.260, -0.034, 0.057], [-0.421, -0.128, -0.194], [0.239, 0.107, 0.137], [-0.314, 0.048, 0.122], [-0.071, 0.096, 0.005], [0.068, -0.219, 0.083], [0.059, 0.084, -0.077], [-0.003, -0.103, 0.007], [0.121, 0.089, -0.021], [-0.021, -0.187, 0.044], [-0.197, 0.200, 0.016], [0.172, -0.133, 0.075], [0.865, 0.056, 0.205]],
  "multiplicity": 5,
  "total_charge": 0,
  "e_tot_ev": -65176.972,
  "molar_mass_g_mol": 594.4,
  "fmax_ev_per_a": 4.3
}